*w*
Density functional theory data (ωB97M-V/def2-TZVPD) for a molecular structure, C23H25ClN4O4S.

The geometry in XYZ format:
```
58
Properties=species:S:1:pos:R:3
Cl 5.15 5.27 3.24
S 0.53 -1.72 1.09
O -3.63 -6.73 -0.53
O 5.61 1.69 5.66
O 6.56 3.35 4.62
O 2.31 1.47 -0.57
N -0.62 -2.04 -1.44
N 5.45 2.63 4.84
N 1.01 -0.37 -1.15
N -0.80 1.68 -1.37
C -4.86 -6.80 -1.15
C -1.70 -5.27 -0.09
C 4.62 2.58 3.74
C -0.68 0.92 -2.52
C -1.05 -4.03 -0.07
C 0.58 0.38 -2.36
C 3.13 3.83 2.19
C -1.25 -3.26 -0.94
C 1.66 0.50 -0.16
C 2.74 1.62 2.61
C -2.31 -3.39 -1.85
C 4.32 3.87 2.97
C -3.27 -4.40 -1.92
C 2.11 0.13 2.38
C 3.74 1.55 3.46
C 1.44 -0.05 1.04
C -1.95 1.69 0.75
C -2.13 1.95 -0.70
C -0.74 4.04 -2.57
C -0.18 3.04 -1.58
C 2.43 2.81 1.81
C 0.30 -1.42 -0.66
C -2.95 -5.50 -0.69
H -0.77 1.55 -3.44
H -1.86 4.17 -2.29
H -1.58 -5.92 0.76
H 1.61 2.82 1.19
H -0.33 3.66 -0.57
H -0.13 5.07 -2.50
H 0.55 -0.71 -3.24
H -1.35 0.61 1.02
H -4.22 -4.53 -2.16
H -1.00 2.28 1.26
H -0.45 3.66 -3.67
H 1.90 -0.26 3.44
H -5.20 -7.82 -0.78
H -2.50 -2.81 -2.68
H -2.53 2.69 -0.85
H -1.42 0.27 -2.60
H 2.89 4.64 1.82
H -2.66 1.80 1.53
H -5.57 -5.98 -0.91
H -0.21 -3.93 0.34
H 3.91 0.66 4.00
H 1.66 0.86 -2.60
H -4.50 -6.90 -2.38
H -2.65 1.09 -1.02
H 0.83 2.98 -1.73
```

The gap between HOMO and LUMO is 0.220 Ha. The HOMO energy is -7.89 eV. As for the molar mass: 489.00 g mol⁻¹.

Listed below, in e, are the Mulliken charges computed for each atom: number 1, Cl, carries -0.107; number 2, S, carries -0.358; number 3, O, carries -0.331; number 4, O, carries -0.533; number 5, O, carries -0.488; number 6, O, carries -0.636; number 7, N, carries -0.059; number 8, N, carries 0.712; number 9, N, carries 0.163; number 10, N, carries 0.526; number 11, C, carries -0.681; number 12, C, carries -1.289; number 13, C, carries -0.290; number 14, C, carries -1.039; number 15, C, carries -0.642; number 16, C, carries -0.990; number 17, C, carries -1.265; number 18, C, carries 0.722; number 19, C, carries 0.575; number 20, C, carries 0.720; number 21, C, carries -0.629; number 22, C, carries 0.159; number 23, C, carries -0.900; number 24, C, carries -1.230; number 25, C, carries -0.334; number 26, C, carries 0.717; number 27, C, carries -0.300; number 28, C, carries -1.663; number 29, C, carries -0.999; number 30, C, carries -0.851; number 31, C, carries -0.353; number 32, C, carries 0.581; number 33, C, carries 0.560; number 34, H, carries 0.343; number 35, H, carries 0.193; number 36, H, carries 0.342; number 37, H, carries 0.623; number 38, H, carries 0.259; number 39, H, carries 0.350; number 40, H, carries 0.319; number 41, H, carries -0.030; number 42, H, carries 0.555; number 43, H, carries -0.124; number 44, H, carries 0.289; number 45, H, carries 0.327; number 46, H, carries 0.224; number 47, H, carries 0.396; number 48, H, carries 0.954; number 49, H, carries 0.706; number 50, H, carries 0.866; number 51, H, carries 0.551; number 52, H, carries 0.297; number 53, H, carries 0.964; number 54, H, carries 0.522; number 55, H, carries 0.403; number 56, H, carries 0.278; number 57, H, carries 0.506; number 58, H, carries 0.422

*x*
Density functional theory data (ωB97M-V/def2-TZVPD) for a single C23H25ClN4O4S molecule.

The geometry in XYZ format:
```
58
Properties=species:S:1:pos:R:3
Cl -8.29 1.85 -1.79
S -1.13 -2.29 0.57
O -2.21 0.84 -1.37
O -6.29 3.71 -1.22
O 4.65 -5.34 2.31
O -5.05 3.33 0.49
N -0.30 -0.18 -0.70
N 1.47 -1.45 0.01
N 2.02 2.72 -0.85
N -5.72 2.97 -0.45
C -6.94 -0.44 -1.42
C 0.57 0.81 -1.29
C 3.20 3.08 -0.09
C 3.45 -2.72 0.14
C 2.17 -2.46 0.64
C 3.79 -4.41 1.82
C -3.64 -1.45 0.00
C -4.74 -0.61 -0.42
C -5.87 -1.20 -0.99
C 1.81 4.03 -2.91
C -2.32 -1.18 -0.08
C 4.24 -3.69 0.71
C 2.53 -4.13 2.34
C 1.33 3.83 -1.47
C -4.74 0.77 -0.25
C 4.25 -6.11 3.42
C 1.17 1.74 -0.22
C 1.73 -3.17 1.75
C -6.92 0.95 -1.28
C 2.94 3.72 1.27
C -5.81 1.54 -0.67
C 0.23 -1.27 -0.05
C -1.66 -0.06 -0.77
H 0.76 -2.96 2.18
H 3.80 -2.16 -0.71
H 4.07 -5.48 4.30
H -5.90 -2.27 -1.12
H 1.64 3.12 -3.49
H 2.87 4.25 -2.93
H 5.23 -3.91 0.33
H 2.35 4.63 1.17
H 2.15 -4.66 3.20
H 1.27 4.85 -3.38
H 1.48 4.76 -0.91
H -3.92 1.27 0.23
H -7.81 -0.90 -1.86
H 3.79 3.76 -0.71
H 3.35 -6.70 3.20
H -0.04 1.38 -1.99
H 3.79 2.17 0.05
H 0.34 2.19 0.36
H 5.08 -6.78 3.63
H 1.77 1.13 0.46
H 3.89 3.99 1.74
H 2.42 3.04 1.93
H 1.38 0.31 -1.82
H 0.25 3.63 -1.48
H -3.92 -2.41 0.42
```

The gap between HOMO and LUMO is 0.264 Ha. The HOMO energy is -7.94 eV. The SMILES is CCN(CC)CCN1C(=O)/C(=C\c2ccc(Cl)c([N+](=O)[O-])c2)S/C1=N\c1ccc(OC)cc1. As for the molar mass: 489.00 g mol⁻¹.

Listed below, in e, are the Mulliken charges computed for each atom: number 1, Cl, carries -0.164; number 2, S, carries -0.358; number 3, O, carries -0.658; number 4, O, carries -0.573; number 5, O, carries -0.451; number 6, O, carries -0.582; number 7, N, carries 0.297; number 8, N, carries -0.143; number 9, N, carries 0.423; number 10, N, carries 0.945; number 11, C, carries -0.471; number 12, C, carries -1.218; number 13, C, carries -0.723; number 14, C, carries -0.575; number 15, C, carries 0.250; number 16, C, carries 0.883; number 17, C, carries -0.995; number 18, C, carries 0.554; number 19, C, carries -0.731; number 20, C, carries -1.253; number 21, C, carries 0.571; number 22, C, carries -0.514; number 23, C, carries -0.589; number 24, C, carries -0.657; number 25, C, carries -0.571; number 26, C, carries -0.833; number 27, C, carries -0.791; number 28, C, carries -0.661; number 29, C, carries 0.290; number 30, C, carries -1.032; number 31, C, carries 0.076; number 32, C, carries 0.528; number 33, C, carries 0.435; number 34, H, carries 0.364; number 35, H, carries 0.461; number 36, H, carries 0.331; number 37, H, carries 0.454; number 38, H, carries 0.271; number 39, H, carries 0.274; number 40, H, carries 0.410; number 41, H, carries 0.275; number 42, H, carries 0.377; number 43, H, carries 0.439; number 44, H, carries 0.389; number 45, H, carries 0.591; number 46, H, carries 0.434; number 47, H, carries 0.345; number 48, H, carries 0.338; number 49, H, carries 0.549; number 50, H, carries 0.423; number 51, H, carries 0.149; number 52, H, carries 0.235; number 53, H, carries 0.573; number 54, H, carries 0.408; number 55, H, carries 0.262; number 56, H, carries 0.115; number 57, H, carries 0.418; number 58, H, carries 0.410

Most stable of them? *x*.

*w*
Density functional theory data (ωB97M-V/def2-TZVPD) for a gas-phase ion, C9H10NO2 (charge +1).

The geometry in XYZ format:
```
22
Properties=species:S:1:pos:R:3
O -2.11 -1.99 -0.82
O -0.42 -1.13 -2.02
N 0.64 -0.31 2.82
C 0.68 1.08 -2.06
C -0.52 0.27 -2.44
C -1.15 -0.22 1.31
C 0.87 -1.40 0.76
C -0.42 -1.00 0.41
C 1.38 -1.04 1.98
C -1.07 -1.40 -0.88
C -0.59 0.12 2.51
C 0.54 2.31 -1.54
H 1.47 -1.99 0.08
H -0.61 0.29 -3.52
H 1.05 -0.06 3.72
H 1.63 0.58 -2.21
H -1.11 0.72 3.25
H 2.37 -1.34 2.28
H 1.13 3.14 -1.91
H -2.14 0.12 1.07
H -1.42 0.74 -2.03
H -0.19 2.47 -0.75
```

As for the net charge: +1. The gap between HOMO and LUMO is 0.268 Ha. The HOMO energy is -12.36 eV. The SMILES is C=CCOC(=O)c1cc[nH+]cc1. As for the molar mass: 164.18 g mol⁻¹.

Listed below, in e, are the Mulliken charges computed for each atom: number 1, O, carries -0.443; number 2, O, carries -0.366; number 3, N, carries 0.017; number 4, C, carries -0.141; number 5, C, carries -0.480; number 6, C, carries -0.256; number 7, C, carries -0.260; number 8, C, carries 0.745; number 9, C, carries -0.436; number 10, C, carries 0.035; number 11, C, carries -0.461; number 12, C, carries -0.689; number 13, H, carries 0.497; number 14, H, carries 0.360; number 15, H, carries 0.284; number 16, H, carries 0.367; number 17, H, carries 0.426; number 18, H, carries 0.414; number 19, H, carries 0.277; number 20, H, carries 0.484; number 21, H, carries 0.375; number 22, H, carries 0.250

*x*
Density functional theory data (ωB97M-V/def2-TZVPD) for 2 unconnected molecules or ions with the total composition C9H10NO2.

The geometry in XYZ format:
```
22
Properties=species:S:1:pos:R:3
O 0.89 0.64 0.19
O 3.48 0.13 0.38
N 1.38 3.02 -0.34
C -2.81 -1.16 -0.03
C -0.28 0.19 0.10
C -1.70 -1.91 -0.03
C -0.42 -1.30 -0.05
C 0.73 -2.13 -0.12
C 2.08 -1.91 -0.02
C -1.52 0.86 0.21
C 2.75 -0.77 0.29
C -2.70 0.23 0.19
H 2.39 3.18 -0.26
H 1.07 3.82 0.23
H -1.83 -2.90 0.04
H 2.83 -2.81 -0.02
H 0.50 -3.27 -0.25
H -3.72 0.80 0.29
H -1.51 1.96 0.38
H 0.89 1.63 0.15
H 1.27 3.37 -1.36
H -3.75 -1.66 0.02
```

As for the net charge: +1. The gap between HOMO and LUMO (spin up / spin down) is 0.273 / 0.273 Ha. The HOMO energy (spin up / spin down) is -12.41 / -12.41 eV. As for the molar mass: 164.18 g mol⁻¹.

Listed below, in e, are the Mulliken charges computed for each atom: number 1, O, carries -0.470; number 2, O, carries -0.254; number 3, N, carries -0.931; number 4, C, carries -0.736; number 5, C, carries 1.232; number 6, C, carries -0.816; number 7, C, carries 0.596; number 8, C, carries 0.137; number 9, C, carries -0.871; number 10, C, carries -0.568; number 11, C, carries 0.768; number 12, C, carries -0.313; number 13, H, carries 0.288; number 14, H, carries 0.292; number 15, H, carries 0.490; number 16, H, carries 0.295; number 17, H, carries 0.253; number 18, H, carries 0.279; number 19, H, carries 0.286; number 20, H, carries 0.347; number 21, H, carries 0.313; number 22, H, carries 0.382

Most stable of them? *x*.